{
  "formula": "C33H69N4O18S2",
  "method": "ωB97M-V/def2-TZVPD",
  "species": ["C", "C", "N", "C", "C", "C", "S", "S", "C", "C", "C", "N", "C", "N", "N", "H", "H", "H", "H", "H", "H", "H", "H", "H", "H", "H", "H", "H", "H", "H", "H", "H", "H", "H", "H", "H", "C", "C", "O", "C", "O", "O", "C", "H", "H", "H", "H", "H", "H", "H", "H", "C", "C", "O", "C", "O", "O", "C", "H", "H", "H", "H", "H", "H", "H", "H", "C", "C", "O", "C", "O", "O", "C", "H", "H", "H", "H", "H", "H", "H", "H", "C", "C", "O", "C", "O", "O", "C", "H", "H", "H", "H", "H", "H", "H", "H", "C", "C", "O", "C", "O", "O", "C", "H", "H", "H", "H", "H", "H", "H", "H", "C", "C", "O", "C", "O", "O", "C", "H", "H", "H", "H", "H", "H", "H", "H"],
  "xyz": [[4.116, -4.275, -0.919], [4.403, -2.811, -0.617], [3.361, -1.827, -0.975], [2.798, -1.975, -2.318], [3.852, -2.033, -3.410], [2.404, -1.595, -0.016], [1.933, -2.601, 1.173], [1.733, 0.082, -0.068], [0.102, -0.024, -0.893], [-0.576, -1.389, -0.912], [-2.018, -1.284, -0.439], [-2.728, -2.597, -0.603], [-4.048, -2.517, -0.971], [-4.411, -2.664, -2.294], [-5.032, -2.365, -0.111], [4.260, -4.530, -1.964], [4.820, -4.878, -0.350], [3.124, -4.588, -0.612], [5.294, -2.522, -1.171], [4.629, -2.673, 0.434], [2.216, -1.071, -2.508], [2.087, -2.804, -2.375], [4.701, -1.404, -3.161], [3.440, -1.707, -4.360], [4.239, -3.036, -3.568], [0.220, 0.340, -1.909], [-0.519, 0.703, -0.373], [-0.084, -2.123, -0.282], [-0.582, -1.789, -1.924], [-2.545, -0.511, -0.997], [-2.013, -0.997, 0.611], [-2.648, -3.159, 0.238], [-3.674, -3.176, -2.772], [-4.477, -1.755, -2.753], [-4.985, -1.767, 0.701], [-5.895, -2.868, -0.266], [0.088, 5.939, 0.661], [0.499, 4.694, -0.094], [-0.640, 3.932, -0.550], [-1.282, 4.437, -1.596], [-0.993, 5.434, -2.198], [-2.319, 3.639, -1.879], [-3.138, 4.122, -2.950], [-0.573, 5.681, 1.489], [0.969, 6.445, 1.057], [-0.445, 6.635, 0.016], [1.043, 4.021, 0.566], [1.146, 4.929, -0.939], [-2.544, 4.308, -3.842], [-3.652, 5.033, -2.651], [-3.868, 3.343, -3.152], [-1.143, 7.329, -4.827], [-0.181, 8.068, -3.923], [1.172, 7.997, -4.403], [1.451, 8.773, -5.446], [0.696, 9.535, -5.990], [2.727, 8.573, -5.779], [3.155, 9.307, -6.929], [-0.819, 6.295, -4.957], [-2.144, 7.333, -4.395], [-1.190, 7.792, -5.811], [-0.163, 7.598, -2.944], [-0.473, 9.110, -3.794], [2.962, 10.370, -6.807], [2.652, 8.939, -7.822], [4.224, 9.137, -7.016], [8.182, 3.099, -3.264], [8.334, 1.691, -2.732], [7.792, 0.708, -3.631], [8.529, 0.456, -4.711], [9.587, 0.956, -4.982], [7.885, -0.449, -5.450], [8.520, -0.739, -6.700], [7.136, 3.308, -3.492], [8.530, 3.818, -2.522], [8.760, 3.240, -4.175], [7.762, 1.573, -1.814], [9.375, 1.453, -2.514], [9.554, -1.038, -6.551], [8.474, 0.128, -7.357], [7.961, -1.560, -7.140], [-5.515, -5.413, 1.203], [-4.190, -5.517, 1.932], [-4.343, -5.423, 3.344], [-4.830, -6.531, 3.930], [-5.105, -7.549, 3.356], [-4.932, -6.295, 5.225], [-5.494, -7.376, 5.989], [-6.039, -4.500, 1.499], [-5.358, -5.409, 0.121], [-6.163, -6.252, 1.445], [-3.544, -4.675, 1.670], [-3.664, -6.434, 1.670], [-4.942, -8.297, 5.824], [-6.542, -7.514, 5.732], [-5.416, -7.091, 7.032], [-7.830, -13.174, 7.550], [-7.439, -11.972, 8.383], [-7.758, -10.730, 7.728], [-9.046, -10.400, 7.727], [-9.943, -11.024, 8.226], [-9.177, -9.247, 7.066], [-10.534, -8.822, 6.904], [-7.369, -13.119, 6.564], [-7.502, -14.090, 8.041], [-8.909, -13.225, 7.415], [-6.360, -11.945, 8.519], [-7.904, -11.995, 9.368], [-11.044, -8.772, 7.863], [-11.065, -9.498, 6.236], [-10.491, -7.832, 6.460], [5.329, 6.088, 3.800], [4.851, 6.327, 2.384], [3.828, 7.333, 2.318], [4.252, 8.589, 2.459], [5.391, 8.940, 2.609], [3.191, 9.390, 2.392], [3.486, 10.777, 2.589], [4.488, 5.839, 4.448], [6.044, 5.265, 3.820], [5.814, 6.974, 4.205], [4.381, 5.426, 1.991], [5.673, 6.596, 1.721], [4.254, 11.112, 1.896], [3.809, 10.951, 3.614], [2.562, 11.313, 2.401]],
  "atomic_forces_ev_per_a": [[0.02, -0.18, 0.21], [0.02, -0.04, -0.44], [-0.09, -1.05, 0.75], [0.04, 1.24, -0.62], [0.23, -0.37, 0.04], [-0.19, 0.33, -0.25], [0.25, -0.10, 0.28], [-0.02, 0.17, -0.28], [0.05, -0.18, 0.15], [-0.47, -0.07, -0.15], [0.80, 0.03, -0.56], [-0.84, 0.13, 0.59], [0.06, -0.02, -0.39], [1.24, 0.11, 0.36], [-0.17, -0.20, -0.11], [-0.05, 0.06, -0.16], [0.08, -0.08, 0.02], [-0.16, 0.06, 0.06], [0.10, 0.12, -0.02], [-0.08, 0.04, 0.15], [-0.12, 0.05, 0.15], [0.15, -0.29, 0.14], [0.00, 0.24, -0.05], [-0.08, 0.11, -0.06], [0.03, -0.13, 0.04], [0.07, 0.05, -0.11], [0.01, 0.12, 0.11], [0.18, -0.01, 0.07], [0.08, -0.07, -0.10], [-0.17, -0.03, -0.10], [-0.26, -0.02, 0.13], [0.08, 0.22, 0.22], [0.01, 0.02, -0.12], [-0.91, -0.12, 0.00], [0.47, -0.49, 0.43], [-0.33, 0.53, -0.37], [-0.23, 0.04, -0.04], [0.32, 0.23, 0.20], [0.02, -0.17, 0.05], [0.04, -0.06, 0.11], [0.00, 0.09, -0.09], [-0.07, -0.06, -0.04], [-0.10, -0.04, -0.09], [0.08, -0.03, 0.06], [0.02, -0.03, 0.02], [0.07, 0.01, -0.06], [-0.11, -0.15, -0.05], [-0.13, 0.02, -0.10], [0.03, 0.06, 0.02], [0.05, 0.05, -0.03], [0.02, -0.04, 0.07], [0.12, -0.01, -0.28], [-0.36, 0.01, 0.19], [0.01, -0.09, 0.06], [0.09, 0.02, 0.12], [-0.09, 0.07, -0.09], [0.05, -0.03, -0.05], [0.13, 0.04, -0.08], [-0.03, -0.03, 0.11], [0.02, -0.01, 0.06], [-0.03, 0.07, 0.03], [0.17, -0.04, -0.01], [0.07, 0.04, -0.15], [-0.07, 0.00, 0.00], [-0.06, 0.05, 0.00], [0.00, -0.06, 0.07], [-0.06, -0.03, -0.21], [0.09, 0.25, 0.23], [-0.08, -0.06, 0.06], [-0.12, 0.01, 0.01], [0.14, 0.03, -0.02], [-0.03, -0.02, -0.04], [-0.01, -0.14, -0.12], [-0.02, 0.02, 0.08], [-0.01, -0.01, 0.03], [0.07, -0.02, 0.03], [-0.06, -0.12, -0.04], [0.03, -0.02, -0.12], [0.03, 0.07, 0.02], [0.07, 0.04, 0.03], [-0.07, 0.01, 0.06], [-0.13, 0.05, 0.05], [0.04, -0.02, -0.30], [-0.02, 0.15, 0.00], [0.12, 0.01, 0.11], [-0.06, -0.10, -0.09], [-0.03, 0.03, 0.09], [-0.10, -0.14, 0.21], [0.02, 0.01, 0.00], [0.02, -0.03, 0.02], [0.05, -0.07, -0.02], [0.04, 0.01, 0.11], [-0.07, -0.05, 0.04], [-0.01, 0.00, -0.11], [0.02, -0.06, -0.08], [0.06, 0.14, -0.04], [-0.14, 0.09, -0.16], [0.12, -0.32, 0.13], [0.10, 0.07, -0.02], [0.09, 0.01, -0.07], [-0.11, -0.05, 0.08], [-0.01, 0.06, -0.05], [-0.08, 0.15, -0.03], [0.08, -0.03, 0.03], [0.04, 0.01, 0.01], [-0.02, -0.01, 0.08], [0.01, 0.14, -0.03], [-0.11, 0.05, -0.04], [-0.01, -0.07, 0.02], [-0.03, -0.05, 0.06], [0.09, -0.01, -0.01], [-0.08, 0.16, 0.11], [0.22, -0.25, 0.04], [-0.11, -0.11, -0.02], [-0.10, -0.02, -0.08], [0.13, 0.04, 0.02], [-0.05, 0.04, 0.02], [-0.06, 0.15, -0.01], [0.00, -0.08, -0.03], [-0.01, -0.03, -0.02], [0.05, 0.00, -0.05], [-0.11, 0.07, -0.05], [0.00, 0.12, 0.04], [0.06, -0.04, 0.02], [0.07, -0.01, -0.01], [-0.05, -0.08, -0.01]],
  "mulliken_charge": [-0.9693, -0.8692, 0.1966, 0.0830, -1.5721, -0.1291, -0.1940, -0.1135, -0.8126, -0.1432, -0.9512, -0.0838, 0.1441, -0.4678, -0.2109, 0.2790, 0.3946, 0.2750, 0.3026, 0.6088, 0.2383, 0.2860, 0.3854, 0.4282, 0.2774, 0.4443, 0.5287, 0.0065, 0.2724, 0.5682, 0.3118, 0.2709, 0.3275, 0.3277, 0.2483, 0.2981, -1.0397, -0.1540, -0.3155, 0.7343, -0.5582, -0.3030, -0.6284, 0.3358, 0.2538, 0.2707, 0.2761, 0.3242, 0.2905, 0.3004, 0.1865, -1.0307, 0.0304, -0.3476, 0.7667, -0.5493, -0.3486, -0.6437, 0.1972, 0.2937, 0.4263, 0.0886, 0.3329, 0.2994, 0.2927, 0.2205, -1.0916, -0.2068, -0.2882, 0.7313, -0.5591, -0.2954, -0.6589, 0.2872, 0.3540, 0.3183, 0.2783, 0.3150, 0.3011, 0.3012, 0.2098, -0.9528, 0.0397, -0.4041, 0.7703, -0.5479, -0.3594, -0.6470, 0.1832, 0.2913, 0.4087, -0.0084, 0.3608, 0.3099, 0.3112, 0.2536, -1.0891, -0.1960, -0.3161, 0.7167, -0.5572, -0.2575, -0.6664, 0.2850, 0.3565, 0.3178, 0.2802, 0.3185, 0.3044, 0.3106, 0.1966, -1.1309, -0.1767, -0.2858, 0.7320, -0.5553, -0.3080, -0.6581, 0.2927, 0.3649, 0.3190, 0.2713, 0.3210, 0.3019, 0.3001, 0.2137],
  "homo_energy_ev": -10.337,
  "molar_mass_g_mol": 874.1,
  "charge": 1,
  "e_lumo_ev": -4.40,
  "orbital_gap_ha": 0.218
}